# 1
{"formula": "C54H34N8Ti", "method": "ωB97M-V/def2-TZVPD", "elements": ["Ti", "N", "N", "N", "N", "N", "N", "N", "N", "C", "C", "C", "C", "C", "C", "C", "C", "C", "C", "C", "C", "C", "C", "C", "C", "C", "C", "C", "C", "C", "C", "C", "C", "C", "C", "C", "C", "C", "C", "C", "C", "C", "C", "C", "C", "C", "C", "C", "C", "C", "C", "C", "C", "C", "C", "C", "C", "C", "C", "C", "C", "C", "C", "H", "H", "H", "H", "H", "H", "H", "H", "H", "H", "H", "H", "H", "H", "H", "H", "H", "H", "H", "H", "H", "H", "H", "H", "H", "H", "H", "H", "H", "H", "H", "H", "H", "H"], "positions_angstrom": [[-0.176, 0.124, 0.417], [-1.643, 1.130, -0.581], [-1.224, 1.039, 4.570], [0.823, -1.607, 0.765], [-0.713, 1.038, 2.192], [-2.852, -0.270, 5.891], [-1.818, -1.076, 1.163], [6.156, 3.525, -3.639], [0.747, 0.168, -1.425], [5.830, -2.980, -1.939], [0.710, 1.236, -2.296], [-0.673, -4.817, 3.625], [-0.708, -5.664, 4.722], [2.483, 3.102, -0.540], [2.284, -0.152, -3.078], [-5.792, 1.341, 1.246], [2.615, 1.852, 0.077], [-0.496, -3.447, 3.793], [4.661, 1.523, -1.184], [1.742, -0.678, -1.895], [2.612, -3.057, 0.962], [4.479, 2.749, -1.820], [2.339, -1.724, -1.143], [-3.537, 2.382, -0.963], [-1.697, -1.985, 2.176], [0.265, 6.007, -2.852], [0.436, 6.029, -4.229], [-0.365, -2.938, 5.080], [-2.970, -2.333, 2.696], [-6.041, -0.394, -0.391], [0.151, 3.639, -4.277], [3.743, 1.091, -0.246], [-7.419, -0.246, -0.337], [1.672, 1.057, -3.311], [-1.327, 2.219, -1.367], [-2.113, 0.314, 5.219], [-3.167, -0.822, 1.055], [3.244, -3.261, -2.892], [0.687, -2.376, 1.909], [1.969, -2.074, 0.117], [5.412, 3.181, -2.831], [-3.011, 1.187, -0.350], [-1.005, 0.965, 3.324], [-3.731, 0.252, 0.339], [0.057, 4.804, -2.195], [5.585, -3.797, -3.031], [4.287, -3.936, -3.507], [-7.171, 1.491, 1.301], [1.866, -3.204, 2.068], [0.013, 3.595, -2.890], [3.479, -2.438, -1.792], [-7.988, 0.699, 0.507], [-0.192, 2.329, -2.140], [-0.572, -5.147, 6.005], [4.783, -2.304, -1.326], [-5.215, 0.403, 0.396], [-0.404, -3.782, 6.181], [-0.468, -2.522, 2.624], [0.368, 4.839, -4.938], [-3.890, -1.623, 1.976], [3.387, 3.547, -1.484], [1.601, 1.383, 1.037], [-2.513, 3.038, -1.535], [-5.591, -1.130, -1.045], [0.301, 6.927, -2.282], [-0.784, -5.213, 2.622], [1.909, 1.745, -4.101], [-3.145, -3.011, 3.514], [4.086, -4.574, -4.358], [-0.058, 4.791, -1.118], [-0.847, -6.728, 4.578], [5.516, 0.909, -1.438], [-4.960, -1.611, 2.098], [2.232, -3.364, -3.262], [3.522, -3.578, 0.711], [2.020, 0.700, 1.782], [6.838, -2.859, -1.563], [0.478, 4.839, -6.016], [-2.552, 3.955, -2.099], [-0.314, -3.366, 7.176], [6.401, -4.324, -3.511], [3.888, 0.145, 0.257], [1.639, 3.727, -0.278], [3.245, 4.505, -1.968], [-4.576, 2.668, -0.952], [-0.606, -5.806, 6.863], [0.042, 2.730, -4.852], [-9.063, 0.815, 0.549], [-0.255, -1.871, 5.219], [-5.148, 1.946, 1.872], [-8.051, -0.870, -0.956], [0.615, 6.964, -4.745], [3.082, -0.598, -3.648], [-7.604, 2.223, 1.970], [4.977, -1.662, -0.476], [2.039, -3.867, 2.900], [1.130, 2.220, 1.547]], "multiplicity": 2, "charge": -1, "relative_energy_kcal_mol": 5.2, "s_squared": 0.80}

# 2
{"formula": "C54H36Cl5N4O2P2Se2TeTl", "method": "ωB97M-V/def2-TZVPD", "elements": ["Tl", "Te", "Se", "Se", "Cl", "Cl", "Cl", "Cl", "Cl", "P", "P", "O", "O", "N", "N", "N", "N", "C", "C", "C", "C", "C", "C", "C", "C", "C", "C", "C", "C", "C", "C", "C", "C", "C", "C", "C", "C", "C", "C", "C", "C", "C", "C", "C", "C", "C", "C", "C", "C", "C", "C", "C", "C", "C", "C", "C", "C", "C", "C", "C", "C", "C", "C", "C", "C", "C", "C", "C", "C", "C", "C", "H", "H", "H", "H", "H", "H", "H", "H", "H", "H", "H", "H", "H", "H", "H", "H", "H", "H", "H", "H", "H", "H", "H", "H", "H", "H", "H", "H", "H", "H", "H", "H", "H", "H", "H", "H"], "positions_angstrom": [[0.953, 0.646, -1.641], [2.320, 0.525, -4.195], [-3.060, -0.144, 4.365], [-1.902, 0.751, -1.787], [0.528, 3.300, -4.066], [0.939, 7.505, -0.814], [1.626, 2.610, 1.209], [1.449, 5.630, 1.611], [0.640, 6.292, -3.657], [-0.967, -0.063, 4.195], [-2.029, 0.898, 0.359], [4.999, -0.941, -1.206], [3.257, 0.414, -1.573], [1.602, -1.761, -1.520], [0.469, -0.168, 0.468], [0.942, -0.757, 2.469], [1.374, -0.730, 1.242], [3.805, -0.714, -1.289], [0.745, -2.812, -1.397], [-0.610, 0.189, 1.212], [-0.586, -2.691, -1.846], [-0.371, 0.486, -8.306], [-1.477, -3.715, -1.676], [1.594, 3.022, 5.000], [1.034, 2.983, -1.395], [2.795, -1.539, -4.405], [0.992, 5.805, -1.036], [2.080, -3.815, -4.686], [-0.296, -0.206, 2.521], [-2.250, 4.294, 2.575], [3.354, -3.096, -0.594], [-2.054, 2.984, 2.177], [-0.423, 3.411, 6.259], [1.160, -4.033, -0.811], [4.109, -1.963, -4.257], [-2.683, 5.236, 1.654], [1.782, -2.464, -4.627], [-3.451, -0.075, 0.878], [-1.073, -4.919, -1.067], [2.844, -1.894, -1.122], [-0.967, 2.240, 5.752], [0.849, 3.807, 5.869], [3.392, -4.244, -4.526], [-1.010, 0.339, -7.083], [-4.365, -2.239, 1.346], [1.067, 1.835, 4.516], [0.992, -2.226, 7.043], [-0.223, 1.457, 4.876], [-2.282, 2.619, 0.854], [-0.251, -2.713, 4.606], [1.110, 0.503, -5.959], [1.227, 3.583, -0.151], [-2.922, 4.873, 0.337], [1.202, 4.963, 0.047], [0.220, -5.074, -0.652], [1.007, 0.642, -8.357], [-5.730, -0.267, 1.575], [2.512, -4.149, -0.417], [1.748, 0.651, -7.185], [0.289, -3.761, 5.331], [0.838, 5.255, -2.302], [-2.720, 3.563, -0.070], [-0.150, -1.413, 5.091], [0.911, -3.518, 6.548], [-4.666, 0.525, 1.176], [-5.576, -1.642, 1.671], [0.845, 3.868, -2.461], [-0.270, 0.351, -5.909], [4.403, -3.318, -4.320], [-3.298, -1.458, 0.941], [0.462, -1.170, 6.315], [-2.905, 3.272, -1.096], [2.859, -5.079, 0.018], [1.265, 4.733, 6.247], [-6.680, 0.191, 1.818], [2.582, 3.336, 4.692], [-2.085, 0.221, -7.042], [5.428, -3.646, -4.204], [-2.348, -1.909, 0.678], [1.463, -2.033, 7.998], [0.547, -5.995, -0.184], [1.502, 0.766, -9.312], [1.283, -4.530, -4.847], [0.758, -2.128, -4.746], [-2.056, 4.570, 3.604], [-2.836, 6.262, 1.965], [-3.265, 5.610, -0.378], [-0.756, -2.895, 3.665], [4.896, -1.245, -4.070], [-0.892, -1.775, -2.329], [1.332, -4.338, 7.115], [4.401, -3.133, -0.332], [-1.969, 1.926, 6.020], [3.625, -5.300, -4.565], [0.219, -4.772, 4.951], [-1.791, -5.717, -0.929], [-4.769, 1.602, 1.117], [-0.949, 0.483, -9.221], [2.824, 0.777, -7.218], [-2.503, -3.596, -2.002], [1.652, 1.197, 3.865], [-4.249, -3.313, 1.414], [-0.995, 4.016, 6.950], [-1.739, 2.242, 2.890], [-6.404, -2.255, 1.999], [-0.771, 0.254, -4.951], [0.523, -0.159, 6.695]], "multiplicity": 1, "relative_energy_kcal_mol": 4.2}